Here is a 8-piece molecular cluster, H18NO7 overall in a non-equilibrium geometry from OMol25. Energies are from the ωB97M-V functional and the def2-TZVPD basis.

The geometry in XYZ format:
```
26
Properties=species:S:1:pos:R:3
N 0.404 -0.228 -0.139
H 0.940 0.322 -0.476
H 0.793 -0.778 0.483
H 0.071 -0.692 -0.836
H -0.363 0.273 0.243
O 1.998 1.971 -1.132
H 2.638 2.458 -0.617
H 2.640 1.220 -1.192
O -0.678 -3.089 0.005
H 0.050 -3.699 -0.003
H -1.370 -3.445 -0.476
O -2.322 1.520 -1.467
H -2.392 2.067 -0.653
H -2.479 2.279 -2.086
O -0.405 2.023 1.904
H -1.130 2.623 1.629
H 0.291 2.616 2.194
O 1.066 -2.010 -3.232
H 1.934 -2.269 -3.705
H 0.633 -2.870 -3.085
O -2.643 -0.141 1.066
H -2.298 0.303 1.975
H -3.552 0.009 0.893
O 1.941 -0.524 2.979
H 2.635 -0.319 2.431
H 1.596 0.387 3.302
```

Results
Calculated total energy   -591.903089 hartree
Energy relative to the best compared isomer or geometry (same formula, charge and spin)   470.12 kJ/mol
LUMO energy   -3.20 eV
Kohn-Sham gap   11.4 eV
HOMO level   -14.5867 eV
Net charge   +1